--- one ---
10
Properties=species:S:1:pos:R:3:lowdin_charge:R:1 method="wB97M-V/def2-TZVPD" homo_lumo_gap_ev=8.19 smiles="SC1(S)C=NSS1" mol_weight_g_mol=169.32
S -1.171 -1.063 -1.445 0.582
C -0.028 0.336 -0.478 -1.390
S -1.091 1.822 -0.388 0.687
C 0.319 -0.111 0.884 -0.395
N 1.553 -0.409 1.188 -0.407
S 2.744 -0.214 0.096 0.612
S 1.435 0.574 -1.411 0.523
H -1.294 -1.979 -0.485 -0.183
H -1.953 1.385 0.515 -0.135
H -0.513 -0.342 1.525 0.106



--- two ---
10
Properties=species:S:1:pos:R:3:lowdin_charge:R:1 method="wB97M-V/def2-TZVPD" homo_lumo_gap_ev=6.27 mol_weight_g_mol=169.32
C 0.943 1.081 -0.605 -0.492
C 0.701 -0.059 0.162 -1.072
N 1.757 1.199 -1.575 -0.392
S 2.344 -1.626 -0.946 0.185
S 2.496 -0.097 -2.286 0.416
S 0.876 0.127 1.901 0.827
S -0.790 -1.047 -0.323 0.738
H 0.564 2.130 -0.329 0.159
H 0.316 -0.903 2.283 -0.192
H -0.634 -0.609 -1.488 -0.177



Relative calculated energies, zero for the most stable structure, unit hartree: one 0.0000; two 0.0592.



--- one ---
19
Properties=species:S:1:pos:R:3:lowdin_charge:R:1 method="wB97M-V/def2-TZVPD" homo_lumo_gap_ev=10.71 smiles="O=CNCO.O.O.O" mol_weight_g_mol=129.11
O 0.422 0.437 -1.102 0.014
C 0.694 -0.598 -1.645 -0.313
N -0.140 -1.711 -1.499 0.039
C -1.538 -1.442 -1.190 -0.280
O -2.193 -0.469 -1.909 -0.029
H 1.562 -0.565 -2.329 0.138
H -0.008 -2.407 -2.234 0.126
H -2.067 -2.289 -1.451 0.105
H -1.379 -1.084 -0.100 0.146
H -1.891 0.433 -1.754 0.085
O 1.618 1.345 2.090 -0.032
H 1.654 2.118 1.537 0.032
H 1.932 1.321 2.955 0.024
O 0.275 -1.095 2.145 -0.087
H 0.104 -0.228 2.572 0.027
H 1.239 -1.189 2.253 0.036
O -0.022 2.844 0.645 -0.057
H -0.033 2.148 1.254 -0.032
H -0.231 2.433 -0.238 0.055



--- two ---
19
Properties=species:S:1:pos:R:3:lowdin_charge:R:1 method="wB97M-V/def2-TZVPD" homo_lumo_gap_ev=9.25 smiles="NCC(=O)O.O.O.O" mol_weight_g_mol=129.11
N -1.382 0.388 1.293 -0.047
C -0.144 0.137 1.873 -0.274
C 1.075 0.540 1.112 -0.520
O 1.246 1.441 0.371 0.105
O 2.073 -0.380 1.413 0.028
H -1.675 -0.322 0.561 0.105
H -1.423 1.452 1.040 0.092
H -0.137 -0.937 2.422 0.167
H -0.250 0.911 2.788 0.169
H 2.977 -0.108 0.948 0.178
O 0.555 -1.038 -2.045 -0.007
H 1.306 -0.663 -2.388 -0.016
H 0.434 -1.735 -2.678 0.026
O -0.699 3.186 0.611 -0.002
H -1.074 3.656 -0.058 -0.001
H 0.121 2.885 0.283 -0.010
O -2.114 -3.650 -3.280 -0.031
H -2.984 -3.828 -3.190 -0.040
H -1.697 -4.561 -3.252 0.078



Relative calculated energies, zero for the most stable structure, unit hartree: one 0.0000; two 0.0109.



--- one ---
15
Properties=species:S:1:pos:R:3:lowdin_charge:R:1 method="wB97M-V/def2-TZVPD" homo_lumo_gap_ev=8.11 smiles="C/C(CCl)=N/NC=S" mol_weight_g_mol=150.63
C 1.114 -1.721 0.601 -0.056
C 0.473 -0.512 -0.105 -0.349
C 1.470 0.605 -0.825 -0.567
Cl 1.170 0.607 -2.542 0.589
N -0.712 -0.305 0.283 0.026
N -1.289 0.968 0.046 -0.133
C -2.610 1.126 0.355 -0.629
S -3.479 -0.138 1.241 0.443
H 1.828 -1.260 1.427 0.120
H 0.470 -2.388 1.034 0.028
H 1.864 -2.450 0.148 0.092
H 2.488 0.249 -0.453 0.095
H 1.124 1.581 -0.406 0.063
H -0.831 1.386 -0.877 0.150
H -3.082 2.251 0.074 0.128



--- two ---
15
Properties=species:S:1:pos:R:3:lowdin_charge:R:1 method="wB97M-V/def2-TZVPD" homo_lumo_gap_ev=8.99 mol_weight_g_mol=150.63
C -1.289 -1.402 -0.659 -0.134
N -1.596 -0.404 0.419 0.004
C -1.159 0.793 0.201 -0.272
N -0.055 1.256 -0.568 -0.056
C 1.248 0.973 -0.199 -0.907
S 2.493 1.754 -0.896 0.649
C 1.336 -0.050 1.025 -0.599
Cl 2.077 -1.596 0.532 0.563
H -0.485 -1.142 -1.337 0.045
H -2.076 -1.544 -1.409 0.074
H -0.983 -2.393 -0.166 0.093
H -1.526 1.503 1.100 0.155
H -0.220 1.968 -1.488 0.227
H 0.332 -0.147 1.598 0.084
H 1.903 0.431 1.847 0.074



Relative calculated energies, zero for the most stable structure, unit hartree: one 0.0365; two 0.0000.



--- one ---
7
Properties=species:S:1:pos:R:3:lowdin_charge:R:1 method="wB97M-V/def2-TZVPD" homo_lumo_gap_ev=8.54 smiles=[SiH3]SS mol_weight_g_mol=96.25
Si 0.052 1.041 -0.279 0.399
S -0.972 -0.534 1.009 -0.013
S -0.156 -2.387 0.555 0.213
H -0.641 0.759 -1.527 -0.109
H -0.758 1.960 0.467 -0.125
H 1.507 1.102 -0.334 -0.098
H 0.968 -1.941 0.108 -0.266



--- two ---
7
Properties=species:S:1:pos:R:3:lowdin_charge:R:1 method="wB97M-V/def2-TZVPD" homo_lumo_gap_ev=7.76 mol_weight_g_mol=96.25
Si -0.719 -0.498 -0.096 -0.155
S -2.100 0.564 -1.090 0.099
S -1.257 -0.905 1.980 0.351
H 0.767 -0.989 -0.121 -0.124
H 2.364 0.416 0.512 0.123
H 1.206 0.717 0.572 0.004
H -2.219 -1.671 1.860 -0.298



Relative calculated energies, zero for the most stable structure, unit hartree: one 0.0000; two 0.0803.